## i
The following is a quantum chemistry calculation of an isolated molecule of C2H3NO2, from the Open Molecules 2025 dataset.

Each line ends with the Mulliken charge.
CARTESIAN COORDINATES (ANGSTROEM)
O  -0.615  1.432  -1.227  -0.496
C  0.096  1.251  -0.269  0.124
N  0.360  0.010  0.278  -0.109
C  -0.328  -1.160  -0.019  0.105
O  0.016  -2.227  0.426  -0.505
H  0.619  2.070  0.253  0.325
H  1.020  -0.069  1.043  0.240
H  -1.222  -0.981  -0.632  0.315

Summary:
Gap between HOMO and LUMO   0.40840 hartree
LUMO level   0.62 eV
SMILES   O=CNC=O
E_HOMO   -0.386 Ha



## ii
The following is a quantum chemistry calculation of an isolated molecule of C2H3NO2, from the Open Molecules 2025 dataset.

Each line ends with the Mulliken charge.
CARTESIAN COORDINATES (ANGSTROEM)
N  -1.131  -0.297  0.511  -0.477
C  -0.204  0.602  0.023  0.932
O  -0.401  1.728  -0.328  -0.527
C  1.232  -0.254  -0.568  -0.432
O  1.183  0.209  0.621  -0.221
H  -2.046  -0.150  0.110  0.241
H  -0.845  -1.263  0.493  0.243
H  2.239  -0.606  -0.871  0.241

Summary:
Gap between HOMO and LUMO   0.33807 hartree
LUMO level   0.02 eV
E_HOMO   -0.337 Ha



Which structure is most stable? i, by 0.1331 hartree over the runner-up.



## i
The following is a quantum chemistry calculation of an isolated molecule of C2H3NO2, from the Open Molecules 2025 dataset.

Each line ends with the Mulliken charge.
CARTESIAN COORDINATES (ANGSTROEM)
C  -0.205  -0.260  -0.555  0.542
C  0.706  0.949  -0.230  0.030
H  -1.370  -1.494  0.648  0.277
H  0.001  -0.791  1.543  0.315
H  0.584  1.657  0.772  0.256
N  -0.798  -0.649  0.565  -0.512
O  -0.499  -0.590  -1.655  -0.490
O  1.582  1.179  -1.087  -0.418

Summary:
Gap between HOMO and LUMO   0.36489 hartree
LUMO level   -0.09 eV
SMILES   NC(=O)C=O
E_HOMO   -0.368 Ha



## ii
The following is a quantum chemistry calculation of a cluster of 2 separate species, C2H3NO2 in total, from the Open Molecules 2025 dataset.

Each line ends with the Mulliken charge.
CARTESIAN COORDINATES (ANGSTROEM)
C  -1.878  0.103  0.030  0.179
C  -0.522  0.261  -0.073  0.209
N  -3.020  -0.133  -0.002  -0.338
O  -0.119  1.458  -0.415  -0.400
O  0.126  -0.716  -0.835  -0.430
H  0.012  0.050  1.432  0.182
H  0.771  1.456  -0.503  0.315
H  -0.618  -1.221  -1.152  0.284

Summary:
Gap between HOMO and LUMO   0.38391 hartree
LUMO level   0.12 eV
E_HOMO   -0.380 Ha



## iii
The following is a quantum chemistry calculation of a cluster of 2 separate species, C2H3NO2 in total, from the Open Molecules 2025 dataset.

Each line ends with the Mulliken charge.
CARTESIAN COORDINATES (ANGSTROEM)
C  0.563  -0.694  0.049  0.753
C  1.486  0.129  0.296  -0.862
N  -0.379  -1.365  -0.047  -0.393
O  -1.830  -0.075  0.024  -0.153
O  -1.316  1.129  0.016  -0.308
H  1.722  0.529  1.214  0.326
H  2.006  0.472  -0.606  0.234
H  -2.252  -0.125  -0.946  0.404

Summary:
Gap between HOMO and LUMO (alpha / beta)   0.34159 / 0.30697 hartree
LUMO level (alpha / beta)   -1.04 / -0.71 eV
E_HOMO (alpha / beta)   -0.380 / -0.333 Ha



Which structure is most stable? i, by 0.0461 hartree over the runner-up.